# 1
The following is a DFT calculation (the ωB97M-V functional and the def2-TZVPD basis) of a molecular structure, C13H14ClN3O3Pb at a distorted geometry.

```
35
Properties=species:S:1:pos:R:3:forces:R:3:mulliken_charge:R:1
Cl -1.111 2.609 -2.272 0.57 -0.16 -0.17 -0.49
C -0.566 -1.942 -2.669 -0.97 0.59 -0.66 -0.34
C 0.839 -2.144 -2.492 1.19 0.24 -0.35 -0.25
C 1.525 -1.132 -3.208 0.14 -0.67 0.33 -0.62
H 1.287 -2.967 -1.935 -0.09 0.31 -0.15 0.48
C 0.553 -0.297 -3.849 0.24 0.22 -0.54 0.89
C -0.743 -0.799 -3.493 -0.60 -0.71 0.22 -0.60
H -1.683 -0.379 -3.852 0.28 -0.16 0.17 0.44
H -1.351 -2.589 -2.278 0.22 0.26 -0.09 0.46
H 2.606 -1.021 -3.315 -0.39 -0.07 0.09 0.48
C 0.830 0.870 -4.713 0.00 0.15 0.70 -1.00
Pb -0.004 0.797 -0.818 -0.59 -0.20 0.54 1.33
C 2.629 1.511 -0.068 2.94 0.85 1.03 0.12
O 3.687 1.745 0.286 -2.61 -0.62 -0.88 -0.10
C -2.392 2.206 0.140 -2.03 1.41 0.13 0.03
O -3.259 2.940 0.072 1.63 -1.47 0.29 -0.11
H 1.780 1.332 -4.414 -0.07 -0.15 -0.25 0.35
H 0.033 1.614 -4.597 0.06 -0.21 -0.22 0.30
H 0.908 0.589 -5.775 -0.05 -0.11 0.15 0.35
C -0.674 -2.686 3.255 -0.06 -0.58 -0.02 -0.86
N -0.495 -1.241 3.150 0.04 0.19 -0.19 0.08
C -0.462 -0.426 4.243 0.08 0.31 -0.63 0.04
C -0.271 0.918 4.083 -0.05 -0.20 0.64 -1.07
C -0.115 1.418 2.771 0.16 0.41 -0.80 0.82
N -0.168 0.616 1.702 0.07 -0.56 0.28 -0.20
C -0.350 -0.738 1.870 -0.02 0.01 -0.71 0.37
O -0.386 -1.494 0.875 0.04 0.80 0.56 -0.69
N 0.119 2.722 2.519 -0.17 -0.28 0.30 -0.29
H -1.540 -3.001 2.663 0.14 0.13 0.22 0.31
H -0.817 -2.954 4.304 0.03 0.06 -0.21 0.30
H 0.204 -3.203 2.851 -0.16 0.16 0.18 0.31
H -0.596 -0.939 5.197 0.07 0.38 -0.22 0.37
H -0.231 1.609 4.919 -0.05 -0.30 -0.04 0.40
H 0.111 3.383 3.283 0.01 0.05 -0.23 0.24
H 0.104 3.072 1.566 -0.02 -0.05 0.53 0.12
```
Forces are in eV/Å.

Summary:
* frontier orbital gap (spin up / spin down): 5.080 / 5.137 eV
* charge: +2
* E_tot: -1546.1972 a.u.

***

# 2
The following is a DFT calculation (the ωB97M-V functional and the def2-TZVPD basis) of a molecular structure, C13H14ClN4O4RuSe4Te2 at a distorted geometry.

```
43
Properties=species:S:1:pos:R:3:forces:R:3:lowdin_spin:R:1
Ru -0.414 0.000 -0.762 0.51 0.44 0.23 3.24
O -1.325 -3.514 0.997 -0.48 -1.06 -0.02 0.01
Cl -0.793 -2.276 1.424 0.08 -0.75 1.02 0.01
O -0.502 -2.268 2.793 0.25 0.00 1.59 0.01
O -1.706 -1.228 1.092 -0.95 1.41 -0.03 0.05
O 0.416 -2.043 0.675 1.58 0.58 -0.70 0.04
Se -0.568 2.812 -1.462 -0.09 -0.25 -0.55 0.08
Se -1.492 3.420 0.540 -0.20 0.43 0.48 0.01
C -0.585 2.276 1.797 0.12 -0.08 -0.31 0.01
C -0.565 2.648 3.136 -0.14 0.07 -0.16 0.00
C 0.173 1.884 4.021 0.06 -0.16 -0.14 0.00
C 0.889 0.800 3.531 -0.08 0.19 -0.04 0.00
C 0.793 0.508 2.185 0.39 -0.01 0.37 0.00
N 0.054 1.214 1.333 -0.17 -0.15 -0.22 0.04
C -2.105 1.778 -2.102 -0.34 0.12 0.36 0.02
C -2.631 1.898 -3.375 0.17 0.10 0.10 0.00
C -3.758 1.140 -3.672 0.08 -0.04 0.33 0.02
C -4.324 0.349 -2.679 0.00 0.22 -0.09 0.01
C -3.738 0.324 -1.422 -0.08 -0.06 -0.02 0.01
N -2.624 1.003 -1.149 0.04 0.09 -0.38 0.04
H -1.113 3.521 3.458 0.01 0.06 0.06 0.00
H 0.208 2.136 5.071 -0.02 0.05 0.06 0.00
H 1.509 0.191 4.169 -0.01 -0.07 0.07 0.00
H 1.341 -0.325 1.768 -0.16 0.04 0.06 0.00
H -2.163 2.549 -4.101 -0.04 -0.02 -0.03 0.00
H -4.194 1.187 -4.660 -0.03 -0.03 -0.04 0.00
H -5.201 -0.247 -2.869 -0.09 -0.07 0.00 0.00
H -4.154 -0.253 -0.605 0.07 -0.13 -0.15 0.00
Se -3.664 -3.175 -1.448 -0.75 -0.11 0.08 0.13
Te -1.388 -2.489 -1.513 -0.34 -0.98 -2.21 0.23
Te -1.344 -1.761 -4.168 0.49 0.28 0.28 0.48
Se 0.431 -0.204 -3.495 -0.32 0.01 -0.17 0.46
C 3.710 -1.762 1.219 -0.15 -0.18 0.51 0.00
N 3.793 -1.035 -0.031 0.43 -0.50 0.10 0.01
C 5.085 -0.816 -0.640 0.37 0.09 -0.19 0.00
C 2.771 -0.348 -0.432 -0.59 0.61 -0.46 0.03
N 1.875 0.277 -0.814 0.23 -0.06 0.29 0.05
H 4.370 -2.629 1.173 -0.02 0.04 -0.04 0.00
H 2.686 -2.113 1.358 0.13 -0.01 0.04 0.00
H 4.003 -1.135 2.070 0.02 -0.08 -0.08 0.00
H 5.580 -1.776 -0.794 -0.01 0.03 0.00 0.00
H 5.717 -0.184 -0.009 -0.02 -0.03 -0.04 0.00
H 4.948 -0.333 -1.606 0.05 -0.02 0.03 0.00
```
Forces are in eV/Å.

Summary:
* multiplicity: 6
* frontier orbital gap (spin up / spin down): 6.077 / 4.599 eV
* E_tot: -11720.2647 a.u.

***

# 3
The following is a DFT calculation (the ωB97M-V functional and the def2-TZVPD basis) of C13H14F4N2O3 in the gas phase at a distorted geometry.

```
36
Properties=species:S:1:pos:R:3:forces:R:3:mulliken_charge:R:1
C 3.920 1.354 1.666 -1.72 6.41 0.76 -1.05
C 2.449 1.068 2.271 6.12 6.27 3.43 -0.21
H 1.825 1.968 2.460 1.30 0.36 1.06 0.35
H 2.608 0.442 3.089 -0.39 -1.06 1.59 0.26
O 1.850 0.525 1.345 -4.68 -12.08 -5.40 -0.41
C 1.289 0.997 0.323 -2.24 -6.42 -0.81 0.33
O 1.319 2.096 0.223 -0.68 13.54 -2.99 -0.43
C 0.463 0.185 -0.782 4.97 -8.04 3.23 -0.26
N -0.026 -1.014 -0.181 -1.43 -0.98 4.06 -0.16
C -1.050 -1.032 0.893 1.61 2.33 -4.06 0.97
C -1.743 -2.291 0.995 -0.04 2.24 2.92 -0.76
C -2.646 -2.160 2.023 -3.04 -2.73 3.59 -0.24
C -2.954 -0.938 2.981 0.02 -10.20 -4.62 -0.76
C -2.429 0.023 2.413 3.83 10.71 0.96 -0.26
C -1.420 0.259 1.475 -3.66 -11.24 0.24 -0.98
H -0.863 0.982 1.234 3.36 6.14 -1.17 1.26
F -2.633 1.219 3.240 -0.01 -0.37 -1.27 -0.37
H -3.681 -1.137 3.635 -2.31 0.07 2.65 0.56
H -3.293 -3.158 2.398 1.90 2.66 -1.24 0.18
H -1.390 -3.265 0.632 -0.38 0.78 -0.27 0.37
H -0.143 -1.781 -0.801 -0.24 -0.34 -0.55 0.43
N -0.390 0.709 -1.607 -3.78 9.06 -2.06 0.09
C -1.533 0.261 -2.315 0.93 -3.55 0.40 0.46
O -1.603 -1.018 -2.395 -1.21 5.21 -0.49 -0.58
C -2.495 1.596 -3.036 -0.32 -5.94 3.94 -0.98
H -2.876 2.021 -2.077 -0.05 0.01 -1.09 0.29
H -1.638 2.071 -3.367 0.85 1.47 -1.84 0.40
H -3.248 0.913 -3.569 1.27 1.94 0.11 0.31
H -0.235 1.779 -1.401 -1.12 -1.94 -1.45 0.33
C 1.635 -0.437 -1.646 -2.05 3.77 -4.88 0.73
F 1.131 -1.237 -2.701 1.28 1.20 2.36 -0.25
F 2.119 0.810 -2.387 -0.41 -2.83 1.49 -0.38
F 2.611 -0.967 -1.072 1.86 -1.23 0.88 -0.18
H 4.537 0.599 1.382 0.97 -3.02 -0.72 0.38
H 4.588 1.941 2.438 -1.45 -0.65 -1.59 0.30
H 3.707 2.035 0.652 0.92 -1.55 2.83 0.26
```
Forces are in eV/Å.

Summary:
* structure (SMILES): CCOC(=O)[C@](NC(C)=O)(Nc1cccc(F)c1)C(F)(F)F
* frontier orbital gap: 9.223 eV
* E_tot: -1238.1323 a.u.

***

# 4
The following is a DFT calculation (the ωB97M-V functional and the def2-TZVPD basis) of a molecular structure, C13H14F6KN4O3S2 at a distorted geometry.

```
43
Properties=species:S:1:pos:R:3:forces:R:3:mulliken_charge:R:1
K -1.526 0.101 0.630 0.50 -0.70 0.12 0.77
C 3.784 2.332 -0.234 0.00 -0.22 -0.03 -1.08
C 3.877 0.840 -0.093 0.10 -0.13 -0.01 0.67
N 2.881 0.014 -0.026 0.07 -0.11 -0.01 -0.24
C 3.313 -1.300 0.103 -0.38 0.16 0.09 0.04
C 4.659 -1.456 0.148 0.24 -0.16 0.01 -0.43
S 5.432 0.061 -0.004 0.00 0.13 0.03 -0.28
C 2.355 -2.425 0.166 -0.28 0.42 0.03 0.14
C 2.624 -3.668 -0.306 0.15 -0.22 -0.13 -0.54
S 1.282 -4.690 -0.043 -0.15 -0.03 -0.01 -0.24
C 0.409 -3.371 0.668 0.24 0.04 0.03 0.73
N 1.093 -2.265 0.713 0.00 -0.12 -0.06 -0.36
C -0.999 -3.542 1.151 0.12 0.22 -0.11 -0.71
H 2.749 2.636 -0.380 0.10 0.02 0.07 0.32
H 4.371 2.674 -1.088 0.04 -0.02 0.00 0.37
H 4.172 2.826 0.659 -0.04 -0.03 -0.02 0.30
H 5.223 -2.370 0.284 -0.14 0.16 -0.03 0.44
H 3.506 -4.011 -0.831 -0.13 0.09 0.12 0.42
H -1.304 -4.590 1.139 0.06 0.08 -0.01 0.35
H -1.664 -2.953 0.493 0.11 -0.14 0.13 0.00
H -1.086 -3.156 2.170 0.02 -0.05 -0.06 0.31
N 0.618 2.809 -0.010 -0.31 0.38 0.04 -0.54
N -0.769 3.155 -0.019 0.14 -0.40 0.14 -0.28
C -1.558 2.756 1.118 -0.22 0.44 0.30 0.69
O -2.687 3.274 1.200 0.60 -0.22 -0.01 -0.75
O -1.030 1.864 1.848 0.33 2.15 1.00 -0.82
H 0.787 2.406 0.905 0.06 -0.08 0.31 0.29
H 0.748 2.045 -0.655 -0.08 -0.27 -0.21 0.24
H -0.890 4.130 -0.209 -0.13 0.31 -0.12 0.24
C -3.956 -2.684 -2.026 -0.07 -0.05 0.12 -1.87
C -2.761 -1.714 -1.919 0.08 -0.17 0.02 1.26
O -2.373 -1.428 -0.660 -1.09 -1.68 -1.95 -1.08
C -1.576 -2.377 -2.682 -0.13 0.12 0.30 0.51
F -1.264 -3.551 -2.071 0.06 0.23 -0.29 -0.25
F -0.462 -1.625 -2.668 -0.12 -0.20 -0.11 -0.26
F -1.845 -2.677 -3.978 0.15 -0.01 0.15 -0.31
C -3.179 -0.396 -2.634 0.14 -0.09 0.39 0.57
F -2.190 0.518 -2.615 -0.15 -0.05 -0.16 -0.23
F -3.568 -0.548 -3.924 0.06 0.13 0.17 -0.29
F -4.219 0.146 -1.966 0.06 -0.01 -0.29 -0.27
H -3.645 -3.661 -1.651 -0.06 0.10 -0.01 0.39
H -4.341 -2.794 -3.045 0.07 0.01 0.10 0.36
H -4.741 -2.295 -1.377 0.01 -0.04 -0.05 0.42
```
Forces are in eV/Å.

Summary:
* frontier orbital gap: 7.580 eV
* charge: -1
* E_tot: -2944.1950 a.u.

***

# 5
The following is a DFT calculation (the ωB97M-V functional and the def2-TZVPD basis) of a molecular structure, C13H14IN3NiO3 at a distorted geometry.

```
35
Properties=species:S:1:pos:R:3:forces:R:3:lowdin_spin:R:1
C -4.447 -0.790 1.068 -0.97 -0.30 -0.75 0.03
N -3.486 -1.868 0.660 1.54 0.56 -0.53 0.00
C -4.159 -2.830 -0.291 -0.75 -0.30 -0.29 0.00
C -2.281 -1.280 0.016 -2.05 0.85 -1.84 0.01
O -2.391 -0.892 -1.177 1.77 -1.02 3.20 0.02
C -0.960 -1.143 0.897 -0.57 0.94 0.55 0.00
C 0.058 -0.053 0.359 0.14 2.11 -1.07 -0.02
C -0.381 1.452 0.151 4.48 -2.04 -1.02 0.08
I -2.370 2.209 0.570 1.27 -0.72 -0.29 0.75
C 0.647 2.500 -0.375 1.47 -3.36 0.47 0.01
C 2.079 2.014 -0.662 -1.73 -0.69 0.50 0.07
C 3.127 3.131 -1.174 -0.44 -0.38 0.74 0.01
O 3.216 4.159 -0.150 -0.94 1.12 -2.42 0.03
O 3.269 3.558 1.078 0.50 -1.95 2.31 0.01
C 2.580 0.518 -0.449 -1.93 2.22 -0.02 -0.01
N 3.955 0.266 -0.730 -2.69 -5.05 1.98 0.01
C 4.227 -1.098 -0.441 -0.67 1.26 -0.12 -0.02
C 3.217 -2.170 0.047 -1.65 2.28 0.04 0.01
N 1.860 -1.877 0.302 4.01 1.68 -1.47 0.00
C 1.544 -0.493 0.068 -0.47 1.01 -0.67 0.00
H -4.041 -0.082 1.860 -0.39 -0.97 -0.76 0.01
H -5.398 -1.321 1.444 1.59 0.97 -0.20 0.00
H -4.790 -0.220 0.121 0.54 -0.54 1.37 0.00
H -4.607 -3.715 0.295 0.82 1.47 -0.78 0.00
H -5.032 -2.287 -0.816 1.46 -0.97 0.45 0.00
H -3.397 -3.228 -1.047 -1.29 0.59 1.09 0.00
H -1.267 -0.804 1.959 0.27 -0.73 -1.57 0.00
H -0.528 -2.188 1.020 -0.27 1.43 -0.26 0.00
H 0.391 3.609 -0.529 0.43 -1.94 0.24 0.00
H 4.174 2.721 -1.341 -1.54 0.13 0.11 0.00
H 2.725 3.658 -2.112 0.68 -0.76 1.46 0.00
H 2.927 4.156 1.777 0.15 0.31 -1.17 0.00
H 5.315 -1.443 -0.588 -1.87 0.67 0.20 0.00
H 3.585 -3.237 0.234 -0.69 1.74 -0.33 0.00
Ni 0.639 -0.936 -2.044 -0.21 0.35 0.84 0.99
```
Forces are in eV/Å.

Summary:
* multiplicity: 3
* frontier orbital gap (spin up / spin down): 6.793 / 2.880 eV
* charge: +2
* E_tot: -2698.6719 a.u.

***

# 6
The following is a DFT calculation (the ωB97M-V functional and the def2-TZVPD basis) of 2 unconnected molecules or ions with the total composition C13H14N4 at a distorted geometry.

```
31
Properties=species:S:1:pos:R:3:forces:R:3:mulliken_charge:R:1
C -1.940 0.287 -0.868 -1.08 -1.06 0.26 -0.13
C -2.669 -0.871 -0.985 0.76 1.32 0.08 0.45
C -2.564 -1.680 -2.148 0.88 -1.62 -3.17 -0.14
N -2.360 -2.279 -3.139 -0.70 1.46 2.59 -0.45
C -3.593 -1.302 0.016 -2.04 -1.24 2.40 -0.06
N -4.338 -1.683 0.842 1.88 1.00 -2.27 -0.46
C -2.000 1.084 0.354 -0.19 0.95 1.33 0.68
C -2.061 0.495 1.642 0.20 0.01 -0.35 -0.41
C -2.170 1.264 2.798 0.01 0.49 -0.09 -0.61
C -2.265 2.663 2.716 0.09 -0.50 -0.61 -0.37
C -2.230 3.266 1.448 0.07 0.03 0.40 -0.55
C -2.079 2.495 0.300 0.05 -0.47 -0.34 -0.27
H -1.369 0.644 -1.725 -0.05 -0.19 0.19 0.36
H -2.001 -0.586 1.744 0.09 0.25 -0.02 0.50
H -2.171 0.779 3.776 -0.05 0.10 -0.37 0.36
H -2.355 3.264 3.621 0.01 -0.15 -0.29 0.37
H -2.304 4.356 1.375 0.02 -0.44 -0.07 0.35
H -2.066 2.964 -0.685 0.05 0.04 0.28 0.38
C 0.507 1.969 -4.756 0.14 0.39 0.13 -0.75
N 1.441 1.446 -3.785 0.17 1.24 -0.28 0.52
C 1.490 2.049 -2.470 -0.15 -0.35 -0.42 -0.58
N 1.967 0.243 -3.903 0.75 -2.12 -0.95 -0.72
C 2.283 -0.256 -5.058 -0.07 0.56 0.66 -0.35
H 0.578 3.063 -4.699 -0.17 -0.21 -0.34 0.28
H 0.767 1.625 -5.762 -0.23 0.27 0.32 0.27
H -0.533 1.677 -4.519 0.19 -0.02 -0.11 0.20
H 1.476 3.128 -2.635 0.04 0.02 0.35 0.29
H 0.639 1.757 -1.843 -0.03 0.09 0.14 0.09
H 2.419 1.746 -1.979 -0.24 0.14 -0.07 0.27
H 2.615 -1.306 -5.054 0.01 0.76 -0.08 0.26
H 2.334 0.355 -5.995 -0.42 -0.74 0.69 0.24
```
Forces are in eV/Å.

Summary:
* structure (SMILES): N#CC(C#N)=Cc1ccccc1.C=NN(C)C
* frontier orbital gap: 6.713 eV
* E_tot: -722.6686 a.u.